Here is an isolated molecule of C5H7N3 from the OMol25 dataset. Energies are from wB97M-V/def2-TZVPD.

Computed properties:
- Structure (SMILES): C1=NN2C[C@@H]2[C@H]2N[C@H]12
- E_LUMO: 0.79 eV
- ΔE to the lowest compared entry with this formula, charge and spin: 162.41 kcal/mol
- Kohn-Sham gap: 9.8 eV

XYZ file:
```
15
Properties=species:S:1:pos:R:3:forces:R:3:mulliken_charge:R:1
N 1.6066 -0.6447 -0.1774 -4.01 0.03 1.10 -0.4595
N -1.8798 -0.4086 0.9898 -1.28 -0.68 3.86 -0.6189
N 0.7294 0.0787 -1.1405 1.74 1.18 -1.26 -0.3024
C -0.5945 -0.9905 0.5572 -0.49 0.49 2.09 -0.1139
C 0.8365 -1.2244 0.7293 2.38 -0.18 0.24 -0.3170
C -0.5206 0.9210 -0.7480 -0.04 -0.46 -3.28 0.2342
C -0.8543 0.4800 0.5605 -0.54 0.70 2.31 -0.0915
C 0.7640 1.5459 -0.9087 1.21 -0.18 -0.97 -0.6192
H 1.2693 1.7468 0.0009 0.60 0.71 0.60 0.3079
H 0.9622 2.1815 -1.7717 0.08 -0.06 0.30 0.2491
H -2.0659 -0.3423 2.0731 0.64 0.05 -2.74 0.2948
H 1.3293 -1.8718 1.4863 -0.30 0.56 -0.59 0.4118
H -1.1453 1.0064 -1.6874 0.12 -0.42 1.62 0.3355
H -0.8936 -1.3853 -0.3335 -0.19 -1.03 -2.64 0.4234
H -0.4358 1.0954 1.3882 0.10 -0.71 -0.66 0.2658
```
Positions in Å, forces in eV/Å.

Here is a structure of composition C29H25F5N13OSTi from the OMol25 dataset. Energies are from wB97M-V/def2-TZVPD.

Computed properties:
- E_LUMO (spin up / spin down): -10.70 / -10.70 eV
- Net charge: +3
- ΔE to the lowest compared entry with this formula, charge and spin: 90.82 kcal/mol
- Kohn-Sham gap (spin up / spin down): 5.5 / 5.5 eV

XYZ file:
```
75
Properties=species:S:1:pos:R:3:forces:R:3:mulliken_charge:R:1
Ti 0.0755 -0.0224 -0.4527 -0.68 0.38 2.02 -0.2118
S -1.1408 3.0116 -4.0464 -0.92 -0.76 0.98 -0.3111
F -1.2710 3.3345 -0.0581 0.73 0.09 0.10 -0.3128
F -5.0971 1.5733 3.2126 0.29 0.00 -0.66 -0.2509
F -4.7128 4.3029 2.7629 0.32 -1.26 -0.27 -0.2220
F -2.7080 5.0847 1.4067 0.60 -1.45 0.34 -0.2737
F -3.5287 -0.2336 2.1480 0.88 1.02 -0.34 -0.3408
O -1.3756 0.6246 0.4660 2.94 -0.51 -1.33 0.7712
N -0.0113 -2.6760 -3.2083 -1.33 -0.55 -0.26 -0.5101
N 1.7189 -1.3283 -1.3053 -1.26 0.47 -1.38 0.3584
N -2.2198 -3.3136 0.7077 -0.78 0.90 1.00 0.0182
N -0.7978 0.5549 -2.4012 2.00 1.42 1.36 0.1633
N -3.6800 2.3560 -3.3401 0.01 1.08 -0.33 -0.3968
N -2.0102 -3.9571 -0.4596 0.56 0.63 0.56 -0.5862
N 1.7776 1.2521 -0.3679 -0.28 -0.15 0.09 1.0057
N 3.6975 1.8215 -1.4048 -1.47 -0.28 1.40 -0.0845
N 2.3131 -2.6188 2.1188 -0.98 2.61 0.50 -0.0969
N 1.0389 -0.9653 1.3216 -1.18 1.17 0.20 1.0720
N -1.2111 -5.0348 -4.2504 -0.29 -0.88 1.23 -0.4377
N -2.0630 1.1113 -2.4293 -1.26 -1.51 2.22 -0.2976
N -1.1782 -1.8152 -0.5397 -0.43 -2.27 -0.20 0.8498
C -3.9065 3.3634 2.2785 -1.33 -0.37 1.79 0.4721
C 1.8367 -1.9393 1.0312 1.91 -1.89 0.46 0.2701
C 2.1658 2.5252 0.1524 1.99 -0.33 -1.89 -0.2025
C 2.7200 4.0722 1.8119 -1.02 0.10 0.64 -0.7766
C -1.3466 -3.0924 -1.1768 0.39 1.54 0.54 0.3757
C -0.4772 -4.2624 -4.9867 1.60 1.15 -1.51 -0.3022
C -0.8922 -3.4344 -2.5031 0.64 -1.59 -0.68 0.0657
C -4.1067 1.9857 2.4200 -1.03 0.41 1.58 0.3069
C -0.0269 -0.3197 3.5835 -0.68 0.66 0.60 -0.3408
C -0.2003 -0.8621 4.8750 0.59 1.49 -1.17 -0.9042
C 0.9303 -0.9114 2.7711 0.56 -1.32 -1.49 -0.0430
C 1.7248 -2.3129 4.5908 -0.79 1.10 -0.12 -0.7289
C 2.7801 0.8412 -1.1337 0.34 1.81 -2.09 0.3823
C -1.9666 2.8862 0.9702 0.05 -1.34 0.40 0.1310
C -2.0569 1.4922 1.1837 -2.56 1.21 0.72 0.0224
C 0.6742 -1.7978 5.3944 1.06 -1.04 -0.85 -0.7124
C 3.3798 2.9579 -0.5840 -2.21 -1.35 1.06 0.2881
C -2.7673 3.7465 1.6962 0.75 3.42 -2.68 -0.1658
C 1.8072 -1.9133 3.2447 -1.81 -0.34 0.53 0.4307
C -1.7953 -2.0387 0.6282 0.56 -1.32 -0.05 -0.6521
C 2.7226 -0.4321 -1.9335 -0.80 1.08 0.56 -1.2427
C 2.2127 -2.3574 -0.3648 0.42 0.35 -0.03 -1.0716
C 4.0025 4.1523 -0.2382 -0.16 -1.05 -0.67 -0.8341
C 1.8059 3.0947 1.3391 0.52 0.54 1.43 -0.2227
C -3.2089 1.0794 1.9275 0.18 -0.72 -0.27 0.0256
C -2.3652 2.2141 -3.1756 0.89 -0.38 -1.77 0.5208
C 0.1896 -3.1120 -4.4589 -1.23 -0.06 -0.07 -0.4016
C -1.3564 -4.6825 -2.9692 -0.45 0.46 0.01 -0.4131
C 3.6365 4.6985 0.9911 0.95 -0.71 -0.56 -0.4499
H -3.9413 2.9156 -4.1393 -0.32 0.32 0.36 0.2396
H 3.3249 -2.4730 -0.4788 -1.03 -0.04 0.20 0.5664
H 2.8008 4.3391 2.8710 -0.80 0.08 -0.40 0.3959
H 0.4526 -2.1539 6.3989 0.62 0.00 -0.15 0.4368
H -4.3954 2.0378 -2.7034 0.12 -0.16 -0.17 0.1903
H 2.5112 -2.9237 4.9396 0.31 -1.03 0.75 0.4676
H 3.7115 -0.7807 -1.9169 1.36 -1.31 -0.05 0.6806
H 2.5202 -0.1969 -2.9947 -0.37 -0.25 0.46 0.4370
H 3.0343 -3.3046 2.1917 0.37 -0.43 -0.36 0.2946
H -0.8999 -0.3952 5.5420 -0.43 -0.01 0.06 0.4624
H -0.6053 0.5892 3.2796 0.41 -1.13 0.14 0.3805
H 0.9915 2.6890 1.9786 0.77 0.33 -0.51 0.3839
H 1.1131 -1.7451 -2.0789 0.90 -0.16 0.57 0.1830
H -1.9096 -5.3550 -2.2764 0.36 0.58 -0.86 0.4819
H -2.7114 -3.7976 1.5126 0.72 0.89 -1.45 0.3157
H 0.6684 -2.4195 -5.1233 0.77 -0.12 -0.20 0.4404
H -1.7685 -1.2949 1.3832 -0.52 -0.15 0.81 0.4496
H 4.7979 4.5306 -0.8610 0.21 0.22 0.21 0.4461
H -0.2138 1.3079 -2.8677 -0.18 -0.15 -0.11 0.1385
H 4.4954 1.6668 -2.0092 0.02 0.32 0.15 0.2857
H -0.7200 -0.2732 -2.9471 -0.35 -0.90 -1.19 0.2297
H -0.3254 -4.5478 -6.0663 -0.25 0.46 1.24 0.3761
H 1.7244 -3.3193 -0.5679 0.22 0.14 -0.17 0.3933
H 4.2945 5.4646 1.3698 -0.25 0.29 0.17 0.3851
H -2.6818 0.7365 -1.6816 0.51 0.58 -1.15 0.2063
```
Positions in Å, forces in eV/Å.

Here is a cluster of 2 separate species, CH4I3NSi in total from the OMol25 dataset. Energies are from wB97M-V/def2-TZVPD.

Computed properties:
- Structure (SMILES): N=[Si](I)I.CI
- E_LUMO: -1.09 eV
- ΔE to the lowest compared entry with this formula, charge and spin: 54.21 kcal/mol
- Kohn-Sham gap: 8.2 eV

XYZ file:
```
10
Properties=species:S:1:pos:R:3:forces:R:3:mulliken_charge:R:1
I -3.1040 -1.3420 0.6844 0.05 0.03 0.26 0.0664
I 0.8985 -2.1780 -1.2081 -0.09 -0.48 -0.52 0.0437
I -1.9573 2.3032 -0.1009 0.38 -0.78 0.70 -0.0489
Si -1.4471 0.2653 1.3035 1.04 0.06 0.24 0.2668
N -0.1992 -0.1311 2.2933 -1.10 0.86 -1.49 -0.5038
C 1.2688 -0.1144 -1.4015 1.60 0.34 2.60 -0.5867
H 1.1008 0.1245 -0.3242 0.55 0.28 -0.72 -0.0955
H 0.4871 0.4373 -1.8683 -0.14 0.12 -1.18 0.2909
H 0.5829 0.5367 2.2401 -0.39 -0.19 0.32 0.2423
H 2.3696 0.0986 -1.6183 -1.89 -0.24 -0.19 0.3249
```
Positions in Å, forces in eV/Å.

Here is an isolated molecule of C17H14ClN5O3S3 from the OMol25 dataset. Energies are from wB97M-V/def2-TZVPD.

Computed properties:
- Structure (SMILES): NC(N)=NS(=O)(=O)c1ccc(NC(=S)NC(=O)c2sc3ccccc3c2Cl)cc1
- E_LUMO: -0.84 eV
- Kohn-Sham gap: 7.7 eV

XYZ file:
```
43
Properties=species:S:1:pos:R:3:forces:R:3:mulliken_charge:R:1
Cl 0.0597 -4.1045 3.0903 0.01 -0.12 0.08 -0.3431
S 0.8329 -2.4524 -1.0027 0.15 -0.30 -0.19 -0.4595
S 0.3042 3.3317 -5.2842 0.58 0.25 0.28 1.3096
S -1.5502 -0.5077 4.7520 0.08 -0.32 0.05 -0.2514
O -0.6817 4.3708 -5.2214 0.08 -0.08 0.20 -0.7113
O 0.3124 2.4951 -6.4727 -0.07 -0.18 0.25 -0.7951
O -0.9868 0.2970 2.0978 -0.04 0.03 0.10 -0.8757
N 2.6057 3.6772 -7.1577 0.12 -0.05 -0.22 -0.4369
N -0.1520 -0.0100 -0.3998 -0.34 0.05 1.06 -0.0165
N 1.7881 3.9707 -4.9825 -1.05 -0.18 0.62 -0.4927
N 3.9769 4.4029 -5.4394 0.00 0.05 -0.07 -0.4572
N -0.1315 -1.6394 1.2408 -0.13 0.07 0.34 0.0386
C -1.9299 -1.7480 7.2338 -0.03 -0.05 0.16 -0.5918
C -0.4141 2.0462 -1.5385 0.07 -0.13 -0.08 -0.8209
C 0.4420 0.1629 -2.7845 0.01 -0.07 0.02 -0.7341
C -0.0259 0.7018 -1.5869 0.17 0.18 -0.71 1.3831
C -0.9788 -2.9822 5.3617 -0.17 0.14 0.42 0.4799
C -0.8738 -4.1249 6.1614 0.01 -0.01 -0.03 -0.5553
C -0.3287 2.8368 -2.6653 -0.08 0.05 0.03 -0.6910
C 0.1392 2.2888 -3.8455 0.05 0.22 -0.53 0.1092
C -1.2921 -4.0665 7.4692 0.06 -0.13 -0.08 -0.6218
C -1.5094 -1.7982 5.9107 0.20 -0.10 -0.55 0.2989
C 0.5226 0.9651 -3.9091 -0.06 0.11 -0.07 -0.6342
C 2.7366 4.0035 -5.8533 0.30 -0.06 -0.55 0.6024
C -0.6150 -2.8051 3.9949 -0.08 0.63 -0.36 -0.2662
C -1.8168 -2.8861 8.0026 -0.05 0.21 -0.03 -0.4715
C 0.1554 -1.2727 -0.0721 0.18 -0.09 -0.42 0.3997
C -0.8591 -1.5409 3.5267 -0.14 -0.32 0.77 0.7685
C -0.6693 -0.8775 2.2368 0.12 0.01 -0.41 0.7059
H -1.2161 -4.9417 8.0959 0.01 -0.08 0.04 0.3806
H 3.9955 4.8414 -4.5335 0.00 -0.01 -0.01 0.2551
H -0.7823 2.4573 -0.6095 -0.04 0.07 0.08 0.3780
H 4.5981 4.7892 -6.1316 -0.04 0.01 0.07 0.2183
H -0.4681 -5.0342 5.7452 0.04 -0.10 -0.02 0.3555
H 0.7373 -0.8710 -2.8375 -0.02 0.06 0.00 0.1353
H 3.4307 3.4878 -7.7015 -0.04 -0.02 0.08 0.2211
H -2.3340 -0.8342 7.6391 -0.06 0.09 0.10 0.4061
H 1.7564 3.1585 -7.3697 0.17 0.05 -0.15 0.2816
H 0.8701 0.5674 -4.8493 0.06 -0.13 -0.07 0.4835
H 0.1086 -2.6054 1.4498 -0.04 0.32 -0.19 0.0555
H -0.6271 3.8724 -2.6583 -0.07 0.13 0.12 0.4077
H -0.5509 0.5263 0.3821 0.14 -0.23 -0.23 0.1692
H -2.1380 -2.8678 9.0326 -0.03 0.02 0.09 0.3828
```
Positions in Å, forces in eV/Å.

Looking at max |F| for the records above, in order, we have 0.0809, 0.0856, 0.0597, 0.0240 Eh/bohr.